Record 1
An isolated molecule of C20H19N3O3. Source: OMol25; level of theory: ωB97M-V with the def2-TZVPD basis set.

CARTESIAN COORDINATES (ANGSTROEM)
O -1.12012 -2.34852 -1.79206
C -0.59997 -1.80107 -0.85399
N 0.53856 -1.07231 -0.83644
H 1.14861 -0.99136 -1.63112
C 0.91228 -0.64107 0.48328
C -0.26801 -1.12282 1.31967
O -0.43287 -0.98322 2.50294
N -1.08497 -1.80273 0.46151
C -2.36154 -2.36434 0.83223
C -3.50171 -1.60178 0.15699
O -3.42701 -0.26375 0.59583
C -4.30307 0.64838 0.08821
C -5.31059 0.36350 -0.82541
C -6.14316 1.37958 -1.26734
C -5.98572 2.67413 -0.81044
C -4.98063 2.95740 0.10196
C -4.14471 1.95607 0.54898
H -3.35812 2.15480 1.25993
H -4.84855 3.96535 0.46652
H -6.63994 3.45804 -1.16047
H -6.92320 1.14776 -1.97775
H -5.45652 -0.63806 -1.19854
H -4.46052 -2.05514 0.44304
H -3.38252 -1.66219 -0.93230
H -2.40032 -3.41407 0.53014
H -2.43685 -2.27351 1.91814
H 0.99923 0.45066 0.53514
C 2.22985 -1.27852 0.96674
C 3.37723 -0.79502 0.14669
C 4.00622 -1.45745 -0.86760
N 4.98500 -0.66969 -1.40945
C 5.00650 0.52707 -0.75233
C 5.81306 1.64364 -0.93344
C 5.59742 2.72520 -0.10749
C 4.60633 2.70183 0.87833
C 3.80420 1.59897 1.06348
C 3.99763 0.48987 0.23955
H 3.04550 1.58767 1.83183
H 4.47387 3.57105 1.50531
H 6.20603 3.61004 -0.21968
H 6.58076 1.65981 -1.69302
H 5.60546 -0.93950 -2.15320
H 3.83170 -2.44946 -1.23973
H 2.14645 -2.36470 0.89206
H 2.36523 -1.00935 2.01551

Energy relative to the best compared isomer or geometry (same formula, charge and spin) in kcal per mole: 15.4
Gap between HOMO and LUMO in eV: 8.89
LUMO in eV: 0.64
Spin multiplicity: 1



Record 2
An isolated molecule of C6H10. Source: OMol25; level of theory: ωB97M-V with the def2-TZVPD basis set.

CARTESIAN COORDINATES (ANGSTROEM)
C 1.48503 0.94701 -0.34427
C 0.05101 0.36253 -0.47709
C -0.08475 -1.03311 -0.36412
C 0.75234 -1.78613 0.57008
C -2.38071 0.77213 -0.07654
C -1.08794 1.27194 -0.17386
H 1.73264 1.04848 0.80417
H 1.64884 1.96723 -0.78631
H 2.20011 0.30750 -0.91959
H -0.92837 -1.52094 -1.07439
H 0.97935 -1.03795 1.27009
H 1.71238 -2.04682 0.23059
H 0.54352 -2.69947 1.14780
H -2.38650 -0.30177 0.17984
H -3.27907 1.39995 0.02220
H -0.95789 2.34942 -0.00859

Energy relative to the best compared isomer or geometry (same formula, charge and spin) in kcal per mole: 79.6
Gap between HOMO and LUMO in eV: 7.82
LUMO in eV: 0.25
Spin multiplicity: 1



Record 3
A structure of composition C6H28AgBN12O6. Source: OMol25; level of theory: ωB97M-V with the def2-TZVPD basis set.

CARTESIAN COORDINATES (ANGSTROEM)
Ag -18.07732 -12.22114 21.42591
B -16.54848 -10.45898 21.69337
H -17.51147 -10.32703 22.16187
H -15.87153 -11.12164 22.20994
H -16.70019 -10.79010 20.67770
H -16.06632 -9.49762 21.78029
C -18.32028 -12.87517 18.04226
O -17.88612 -12.35393 19.01807
N -19.53443 -12.74798 17.59493
N -17.73955 -13.66327 17.20117
H -20.19968 -12.35403 18.24481
H -19.70526 -13.40384 16.84609
H -16.90406 -14.15419 17.48586
H -18.27198 -13.78618 16.35175
C -20.95710 -14.07591 21.02936
O -19.79243 -13.70594 21.03604
N -21.86161 -13.40085 20.44706
N -21.45993 -15.21045 21.53183
H -22.81958 -13.72062 20.43560
H -21.57522 -12.43509 20.37369
H -20.95765 -15.87078 22.10783
H -22.43527 -15.43940 21.40379
C -19.99703 -9.90638 19.84907
O -19.57511 -10.65338 20.58602
N -21.12173 -9.21444 20.04270
N -19.40842 -9.67348 18.68878
H -21.44620 -8.69613 19.23885
H -21.27973 -8.89122 20.98645
H -19.91258 -9.24822 17.92387
H -18.40947 -9.79015 18.59607
C -20.39994 -11.57303 24.15101
O -19.88538 -11.56159 22.98545
N -21.20294 -10.66652 24.45142
N -20.29279 -12.50032 25.00308
H -21.38162 -10.03959 23.67998
H -21.19111 -10.42715 25.43257
H -19.70510 -13.29229 24.78513
H -20.79217 -12.35973 25.86965
C -16.62314 -13.22600 24.34032
O -17.38384 -12.83955 23.45255
N -15.83063 -12.46973 24.96437
N -16.77569 -14.41151 24.75567
H -15.90412 -11.48737 24.74152
H -15.25448 -12.77247 25.73671
H -16.32766 -14.72715 25.60404
H -17.44567 -14.83227 24.12781
C -17.01746 -15.38409 20.41476
O -16.79387 -14.21931 20.65145
N -16.39697 -15.98362 19.43351
N -17.89101 -16.08324 21.05185
H -15.52664 -15.53417 19.18731
H -16.53348 -16.98040 19.34458
H -18.42369 -15.49208 21.67385
H -17.92112 -17.09247 21.02638

Expectation value of S²: 0.75
Energy relative to the best compared isomer or geometry (same formula, charge and spin) in kcal per mole: 138.6
Gap between HOMO and LUMO (spin up / spin down) in eV: 9.18 / 6.77
LUMO (spin up / spin down) in eV: -2.05 / -4.30
Spin multiplicity: 2
Net charge: +1



Record 4
A cluster of 7 separate species, C33H93N15O7P4 in total. Source: OMol25; level of theory: ωB97M-V with the def2-TZVPD basis set.

CARTESIAN COORDINATES (ANGSTROEM)
O 6.74332 3.81838 1.31476
P 5.32229 4.02402 1.04411
N 4.33824 2.68821 0.77885
C 4.67684 1.44188 1.32507
C 3.00730 2.84044 0.19604
N 5.03970 5.02388 -0.28033
C 5.47360 6.44875 -0.09038
C 5.21795 4.41884 -1.60324
N 4.43165 4.83523 2.32818
C 3.30217 5.71124 2.13934
C 4.82509 4.71619 3.78602
H 4.40582 0.77468 0.50685
H 4.09878 1.04030 2.15733
H 5.75075 1.33158 1.47560
H 2.68433 2.01601 -0.43965
H 2.86227 3.78513 -0.32799
H 2.33282 2.82083 1.05207
H 4.77438 6.89821 0.61473
H 6.40389 6.40495 0.47597
H 5.55338 6.90684 -1.07622
H 4.52488 4.90926 -2.28680
H 6.17963 4.73985 -2.00351
H 4.97716 3.35818 -1.53162
H 3.06353 5.88237 1.08965
H 2.42551 5.28229 2.62470
H 3.58503 6.67303 2.56719
H 5.90661 4.84748 3.82048
H 4.55338 3.75460 4.22150
H 4.42113 5.57773 4.31768
O 0.68828 0.94103 7.24366
P 0.31259 1.62037 5.97124
N 0.99806 1.08092 4.54396
C 2.40906 1.36900 4.24796
C 0.58761 -0.26083 4.36622
N 0.68710 3.32803 5.87162
C 0.39179 4.07217 7.06635
C 0.88631 4.14432 4.66529
N -1.42230 1.65704 5.75603
C -2.16365 2.31994 4.65956
C -2.22638 0.62606 6.36964
H 2.38159 1.60485 3.18414
H 3.09469 0.55904 4.49693
H 2.78797 2.15961 4.89563
H -0.34703 -0.40276 3.82364
H 0.43490 -0.71875 5.34352
H 1.39235 -0.77092 3.83677
H 0.72540 3.54017 7.95729
H 0.92634 5.01321 6.93667
H -0.66425 4.34048 7.03669
H 1.16655 3.61147 3.75664
H -0.03974 4.68823 4.47905
H 1.71693 4.82886 4.83725
H -2.16986 3.40892 4.70639
H -1.67966 1.88611 3.78454
H -3.21748 2.04170 4.64750
H -3.16679 1.03893 6.73469
H -1.68085 0.19793 7.21058
H -2.39084 -0.09709 5.57083
O -0.34798 -8.84576 -1.01040
P -1.32124 -8.43807 -2.06451
N -1.63350 -9.61149 -3.17873
C -2.30862 -9.30742 -4.40253
C -1.84407 -10.97160 -2.71038
N -0.66500 -7.11910 -2.95750
C 0.33751 -7.24746 -4.03209
C -0.57098 -5.86353 -2.26027
N -2.80251 -7.90985 -1.50076
C -3.34509 -8.32099 -0.25433
C -3.78406 -7.15818 -2.29593
H -1.87075 -9.88154 -5.21908
H -2.20227 -8.26139 -4.68996
H -3.36086 -9.45226 -4.15780
H -2.69417 -11.05522 -2.03329
H -0.96521 -11.39699 -2.22587
H -2.17363 -11.58434 -3.54946
H 1.31057 -7.44318 -3.58159
H 0.04090 -8.05813 -4.69761
H 0.62473 -6.35209 -4.58338
H -1.59892 -5.62309 -1.98895
H -0.02998 -5.96722 -1.31969
H -0.24179 -5.02538 -2.87445
H -3.67403 -7.43468 0.28820
H -4.13993 -8.96509 -0.63047
H -2.67536 -8.92698 0.35587
H -4.09429 -6.20195 -1.87465
H -4.61673 -7.79620 -2.59206
H -3.22651 -6.87535 -3.18882
O -0.20840 2.54475 -2.21461
P -1.58622 3.03788 -1.83908
N -2.78426 1.93803 -2.17420
C -2.51578 0.81877 -3.05673
C -4.20150 2.11879 -1.78822
N -2.05162 4.43658 -2.73477
C -1.67773 4.40790 -4.15104
C -3.18199 5.25083 -2.38531
N -1.76628 3.54261 -0.22084
C -0.87442 4.62382 0.17044
C -2.01422 2.55222 0.84430
H -3.13256 -0.00892 -2.70655
H -1.48384 0.48071 -3.15117
H -2.87933 1.02686 -4.06302
H -4.91511 2.06703 -2.61052
H -4.35284 3.08334 -1.30365
H -4.42545 1.37928 -1.01941
H -1.90712 5.35812 -4.63327
H -0.61113 4.18332 -4.14514
H -2.27603 3.61018 -4.59122
H -3.26552 5.26605 -1.29862
H -3.14839 6.20632 -2.90878
H -4.08855 4.73112 -2.69539
H -1.00947 5.46967 -0.50365
H -0.99901 4.85720 1.22785
H 0.15608 4.27165 0.12392
H -1.07328 2.04118 1.04819
H -2.66232 1.70096 0.63585
H -2.36858 3.04076 1.75196
C 4.23550 0.35764 -2.97192
O 4.36674 -0.62445 -2.21513
N 3.18897 0.70919 -3.73417
C 3.14127 1.91714 -4.41939
C 2.02787 -0.22219 -3.83771
H 5.03413 1.10561 -3.09410
H 2.18319 2.38592 -4.19488
H 3.20181 1.88896 -5.50734
H 3.86065 2.61880 -3.99717
H 1.17473 0.31227 -3.41985
H 1.81867 -0.35830 -4.89874
H 2.13687 -1.21292 -3.39649
C -3.51191 -2.06900 -0.26290
O -3.33383 -1.19212 0.51423
N -4.74784 -2.40377 -0.60300
C -4.93331 -3.67650 -1.35685
C -5.99526 -1.69915 -0.27960
H -2.66898 -2.59746 -0.73450
H -5.50484 -3.70260 -2.28463
H -5.26084 -4.42175 -0.63197
H -4.03613 -4.08145 -1.82503
H -5.76174 -0.81488 0.31337
H -6.52782 -1.32579 -1.15430
H -6.64363 -2.23889 0.41061
C 0.52839 -2.52626 -1.14102
O -0.43606 -2.46282 -1.87832
N 0.89740 -1.51730 -0.35181
C 2.08903 -1.62494 0.49555
C 0.36052 -0.15381 -0.35349
H 0.92447 -3.48594 -0.77452
H 1.98022 -1.27188 1.52103
H 2.99364 -1.14897 0.11711
H 2.44031 -2.65521 0.55247
H 1.03198 0.46786 -0.94573
H -0.57827 -0.19423 -0.90590
H 0.20261 0.17828 0.67262

Energy relative to the best compared isomer or geometry (same formula, charge and spin) in kcal per mole: 35.8
Gap between HOMO and LUMO in eV: 8.43
LUMO in eV: 0.44
Spin multiplicity: 1



- Number 3 is which compound?
  C6H28AgBN12O6



- spin multiplicity of number 3 (C6H28AgBN12O6)?
  2



- energy relative to the best compared isomer or geometry (same formula, charge and spin) of number 1 (C20H19N3O3)?
  15.4 kcal per mole